No. 1
{
  "formula": "CH8N2P",
  "method": "wB97M-V/def2-TZVPD",
  "symbols": ["C", "N", "N", "P", "H", "H", "H", "H", "H", "H", "H", "H"],
  "coordinates": [[0.382402, 1.683217, 1.014086], [-1.317796, 0.229119, -0.681857], [0.533602, -1.752516, -0.053581], [0.240139, 0.510469, -0.101155], [1.340726, 1.983146, 1.529894], [-0.443603, 1.824993, 1.643411], [-2.137854, 0.667846, -0.258699], [-1.397116, 0.347859, -1.672298], [0.151780, -1.957796, 0.839987], [0.085537, -1.844769, -0.930037], [1.470649, -2.110258, -0.025983], [1.091533, 0.418691, -1.303767]],
  "forces_ev_per_angstrom": [[2.196, 4.810, 3.990], [0.096, 1.038, 0.352], [1.854, -0.204, 0.659], [0.558, -5.339, -4.144], [-1.030, -0.426, -1.081], [-1.321, 0.639, 0.577], [0.488, -0.193, 0.218], [-0.092, -0.011, -0.644], [-1.336, -0.477, 0.110], [-0.994, -0.844, -0.348], [0.514, -0.113, -0.476], [-0.932, 1.119, 0.786]],
  "mulliken_charge": [-0.58, -0.52, -0.63, 0.39, 0.32, 0.36, 0.28, 0.28, 0.32, 0.33, 0.30, 0.15],
  "total_charge": 1,
  "lumo_ev": [-3.263, -7.119],
  "spin_multiplicity": 3,
  "homo_ev": [-10.7, -15.1]
}



No. 2
{
  "formula": "C6H13NO3S",
  "method": "wB97M-V/def2-TZVPD",
  "symbols": ["C", "C", "C", "C", "C", "C", "N", "O", "O", "O", "S", "H", "H", "H", "H", "H", "H", "H", "H", "H", "H", "H", "H", "H"],
  "coordinates": [[-0.401556, 2.712530, -0.047195], [-0.736009, 2.089142, -1.125628], [-0.922624, 4.069596, 0.235289], [-0.077938, -3.736704, -1.063434], [-0.414292, -2.846262, 0.250299], [0.102459, -1.445448, 0.259099], [-0.156151, -0.637101, 1.350448], [2.214979, 0.794481, 1.055545], [0.784694, -0.985984, -0.621946], [3.644748, -0.811574, 0.037327], [2.683266, 0.242397, -0.196250], [0.513064, 2.369482, 0.491952], [-1.517638, 2.686153, -1.608760], [-0.312412, 4.616855, 1.037172], [-1.865371, 4.095134, 0.860970], [-1.139715, 4.568678, -0.633729], [-0.989689, -4.105542, -1.371473], [0.394123, -3.216693, -1.939582], [0.483376, -4.618307, -0.847600], [-0.060545, -3.513968, 1.076686], [-1.470836, -2.789542, 0.571312], [0.243274, 0.342658, 1.463487], [-0.501073, 1.085900, -1.442861], [-0.498137, -0.965887, 2.208877]],
  "forces_ev_per_angstrom": [[2.939, 0.396, 1.885], [-2.181, -0.245, -1.549], [-0.209, -0.057, 5.053], [0.461, 2.394, 0.657], [0.163, -2.150, -0.127], [0.129, 0.860, 3.087], [0.541, 1.320, -0.808], [-0.193, 0.574, -0.377], [0.655, 0.167, -2.269], [-0.420, 0.309, -0.834], [1.137, -0.539, 1.277], [-1.097, 0.141, 0.191], [-0.018, -0.917, -0.837], [-0.120, -0.346, -1.849], [0.425, -0.663, -0.902], [-0.165, 1.675, -1.916], [-2.105, -0.727, -1.023], [-0.423, -0.106, 1.205], [0.765, -0.273, 0.541], [0.427, 1.200, -0.225], [0.056, -0.096, -0.993], [-0.480, -2.087, -0.925], [0.384, 0.109, -0.088], [-0.672, -0.941, 0.828]],
  "mulliken_charge": [0.57, -0.84, -1.33, -1.10, -0.60, 0.70, -0.30, -0.53, -0.63, -0.46, 0.82, 0.17, 0.21, 0.29, 0.26, 0.42, 0.35, 0.30, 0.33, 0.35, 0.41, 0.13, 0.26, 0.20],
  "lumo_ev": 0.098,
  "homo_ev": -9.6
}



No. 3
{
  "formula": "H41O20S",
  "method": "wB97M-V/def2-TZVPD",
  "symbols": ["S", "H", "H", "H", "O", "H", "H", "O", "H", "H", "O", "H", "H", "O", "H", "H", "O", "H", "H", "O", "H", "H", "O", "H", "H", "O", "H", "H", "O", "H", "H", "O", "H", "H", "O", "H", "H", "O", "H", "H", "O", "H", "H", "O", "H", "H", "O", "H", "H", "O", "H", "H", "O", "H", "H", "O", "H", "H", "O", "H", "H", "O"],
  "coordinates": [[0.156548, -0.362548, -0.464443], [0.906680, -0.609466, 0.594027], [-2.329493, 1.120808, -3.181150], [-2.688328, -0.310483, -2.838345], [-3.085408, 0.576016, -2.936268], [1.139555, -1.871759, 2.195731], [0.883473, -3.309442, 1.770127], [1.601418, -2.653759, 1.789749], [3.546153, 0.522868, -1.014719], [4.112869, -0.408912, -0.020593], [4.247284, 0.509758, -0.323850], [-2.651886, -1.655798, 0.491998], [-3.476861, -2.155537, -0.503142], [-3.134867, -2.491948, 0.349564], [-0.732541, -0.840831, 3.051185], [0.600589, -0.823847, 3.835816], [0.251389, -0.575297, 2.957136], [1.588297, 0.011632, -1.864719], [2.881825, -0.712067, -2.301685], [2.475777, 0.160873, -2.355345], [-2.746095, -0.088013, 2.831037], [-2.598050, -1.613327, 2.838095], [-2.361636, -0.859129, 3.354628], [3.916997, 4.981745, 0.080589], [3.143783, 4.427026, -1.102872], [3.420744, 5.260658, -0.686930], [0.467200, 1.709528, -2.613017], [-0.373136, 1.019007, -3.720090], [-0.365134, 1.736968, -3.095003], [-2.137408, -2.202843, -2.707496], [-0.812880, -1.555917, -2.391053], [-1.485037, -1.618092, -3.086679], [-0.187317, -5.599298, 1.114141], [0.867986, -4.966229, 1.974063], [-0.083944, -4.936856, 1.820577], [-0.594947, -2.536507, -0.839615], [-1.679836, -3.327056, -0.205168], [-1.102400, -3.367993, -0.969190], [-3.688654, 1.489463, 1.514279], [-2.192450, 1.520724, 1.636510], [-2.985813, 1.278227, 2.153155], [-2.212970, 2.661619, -0.424137], [-3.153157, 3.055519, -1.594048], [-3.040698, 3.134581, -0.635615], [2.313323, -2.630394, 0.225021], [2.390115, -3.183056, -1.211618], [2.836742, -2.554768, -0.617750], [-0.376288, 2.455668, 1.616782], [-0.269685, 1.689650, 0.259917], [-0.876206, 2.218154, 0.791644], [-3.211357, 0.224999, -1.146963], [-2.565451, 0.023905, 0.284386], [-3.400264, -0.018062, -0.210846], [2.585811, 1.762765, -1.968348], [2.730358, 3.263867, -2.487465], [2.388294, 2.713165, -1.770728], [2.878366, 1.407700, 0.812731], [3.658381, 0.317970, 1.547308], [3.350947, 1.246654, 1.657107], [1.813510, 1.473961, 2.283234], [0.560790, 0.977428, 2.919562], [0.945948, 1.793566, 2.590992]],
  "forces_ev_per_angstrom": [[-0.579, 0.014, -0.608], [0.286, -0.126, 0.155], [0.120, 0.157, 0.273], [0.295, 0.282, -0.573], [-0.442, -0.140, 0.157], [0.389, -0.338, -0.447], [0.025, 0.426, -0.328], [-0.521, 0.063, 0.702], [0.643, 0.115, 0.125], [0.452, 0.209, -0.400], [0.156, -1.527, -1.715], [-0.075, -0.654, 0.569], [-0.409, -0.693, 0.486], [-0.084, 0.528, -0.175], [0.574, 0.695, -0.124], [-0.126, 0.256, -0.407], [-0.784, -1.865, 1.309], [0.693, -0.144, -0.055], [0.060, -0.145, -0.003], [-0.932, -0.369, -0.079], [0.203, 0.025, 0.415], [-0.502, -1.087, -0.419], [0.339, 0.435, 0.102], [0.115, -0.142, 0.266], [-0.021, 0.193, 0.564], [-0.088, -0.026, -0.532], [0.048, 0.043, 0.068], [0.439, -0.525, -0.255], [-0.532, 0.619, -0.036], [0.043, -0.770, 0.237], [0.005, 0.087, -0.038], [0.112, 0.501, -0.462], [-0.262, 0.545, 0.179], [0.039, -0.284, 0.279], [0.308, -0.639, -0.296], [0.107, -0.376, 0.049], [-0.641, -0.189, 0.272], [1.152, -0.053, -0.436], [0.074, -0.216, 0.260], [0.531, 0.331, -0.042], [-0.691, 0.406, -0.203], [-0.207, 0.453, 0.057], [0.054, -0.099, 0.392], [-0.023, -0.081, -0.413], [0.346, 0.332, -0.484], [0.236, 0.425, 0.250], [-0.338, -0.597, -0.002], [0.107, -0.390, -0.939], [0.233, -0.463, 0.032], [-0.494, 0.949, 0.722], [0.042, 0.431, 0.600], [-0.035, 0.598, -0.640], [-0.035, 0.130, -0.475], [0.146, 0.990, -0.302], [-0.131, -0.603, -0.167], [-0.055, -0.027, 0.054], [0.832, -0.042, 0.596], [-0.374, 1.476, 0.302], [-0.913, -0.525, 0.991], [0.202, 0.437, 0.185], [-0.431, -0.083, -0.044], [0.319, 1.065, 0.448]],
  "mulliken_charge": [0.39, -0.38, 0.37, 0.48, -0.75, 0.33, 0.45, -0.72, 0.49, 0.32, -0.83, 0.42, 0.34, -0.73, 0.38, 0.34, -0.83, 0.26, 0.31, -0.89, 0.48, 0.29, -0.81, 0.30, 0.37, -0.65, 0.21, 0.38, -0.65, 0.35, 0.27, -0.79, 0.31, 0.29, -0.66, -0.04, 0.51, -0.80, 0.40, 0.35, -0.70, 0.41, 0.32, -0.61, 0.36, 0.28, -0.61, 0.39, 0.07, -0.64, 0.48, 0.18, -0.79, 0.32, 0.29, -0.69, 0.41, 0.33, -0.69, 0.43, 0.47, -0.85],
  "total_charge": -1,
  "lumo_ev": 2.165,
  "homo_ev": -5.9
}



No. 4
{
  "formula": "H8O4",
  "method": "wB97M-V/def2-TZVPD",
  "symbols": ["O", "H", "H", "O", "H", "H", "O", "H", "H", "O", "H", "H"],
  "coordinates": [[0.827363, 0.289282, 0.503012], [1.210793, 0.521592, 1.348732], [0.759883, 1.120742, 0.033592], [1.078563, -1.647208, -1.463718], [1.123693, -1.280188, -2.346598], [1.251773, -0.904098, -0.885768], [-0.466737, 0.291652, 3.900822], [-0.885767, -0.502948, 3.570302], [-0.810717, 0.992512, 3.347012], [-1.728917, 0.448192, -2.555298], [-0.918077, 0.811142, -2.198878], [-1.441857, -0.140668, -3.253208]],
  "forces_ev_per_angstrom": [[-0.150, -1.068, -0.075], [0.322, 0.213, 0.663], [-0.160, 1.031, -0.563], [0.050, -0.969, -0.500], [0.028, 0.151, -0.253], [-0.086, 0.586, 0.729], [0.139, -0.061, 0.609], [-0.052, -0.225, -0.257], [-0.015, 0.287, -0.412], [-0.799, 0.063, -0.222], [0.565, 0.224, 0.431], [0.157, -0.233, -0.152]],
  "mulliken_charge": [-1.74, 0.53, 0.70, -1.02, 0.45, 0.44, -0.98, 0.39, 0.47, -1.14, 0.48, 0.41],
  "total_charge": -1,
  "lumo_ev": [3.889, 3.976],
  "spin_multiplicity": 2,
  "homo_ev": [0.6, -7.2]
}



Relative energy (zero: lowest compared OMol25 entry of this formula, charge and spin) values, unit kcal/mol, following the record order: 16.63 54.30 0.00 9.89.
Max |F| values, unit eV/Å, following the record order: 6.781 5.058 2.410 1.185.